Record 1
Entry from the Open Molecules 2025 dataset: C35H33ClN4Si2Y as an isolated structure at a distorted geometry (the ωB97M-V functional and the def2-TZVPD basis).

Last column: Löwdin charge in e.
Cartesian coordinates (Å):
C: 2.825 2.126 4.165  -0.210
C: 3.141 2.118 2.768  -0.206
C: 1.986 2.589 2.061  -0.211
H: 4.101 1.839 2.323  0.113
C: 0.963 2.873 3.017  -0.176
C: 1.477 2.585 4.316  -0.191
H: 0.965 2.776 5.264  0.112
H: 3.537 1.952 4.975  0.116
H: 1.907 2.742 0.980  0.093
H: -0.025 3.287 2.781  0.113
Y: 1.428 0.385 3.080  1.309
Si: -2.360 -1.438 -2.312  0.728
C: -1.751 -2.430 -3.792  -0.326
C: -2.302 -3.598 -4.358  -0.082
H: -3.120 -4.113 -3.847  0.108
C: -1.826 -4.080 -5.587  -0.083
H: -2.325 -4.912 -6.080  0.103
C: -0.721 -3.498 -6.209  -0.082
H: -0.342 -3.874 -7.158  0.106
C: -0.125 -2.386 -5.615  -0.090
H: 0.751 -1.926 -6.063  0.099
C: -0.683 -1.822 -4.466  -0.155
H: -0.292 -0.877 -4.083  0.081
C: -4.065 -0.919 -2.810  -0.331
C: -4.141 -0.415 -4.124  -0.103
H: -3.390 -0.711 -4.867  0.103
C: -5.117 0.518 -4.466  -0.084
H: -5.068 1.008 -5.434  0.103
C: -6.137 0.829 -3.566  -0.088
H: -6.899 1.559 -3.835  0.103
C: -6.172 0.169 -2.333  -0.092
H: -6.990 0.386 -1.647  0.100
C: -5.169 -0.738 -1.962  -0.099
H: -5.218 -1.293 -1.020  0.100
H: -1.695 -0.127 -2.321  -0.004
Si: 0.284 -0.009 0.253  0.205
C: -0.969 1.328 -0.065  -0.364
C: -0.822 2.193 -1.176  -0.113
H: -0.184 1.891 -2.008  0.101
C: -1.471 3.430 -1.204  -0.072
H: -1.333 4.083 -2.063  0.106
C: -2.267 3.838 -0.128  -0.080
H: -2.743 4.808 -0.141  0.100
C: -2.420 2.992 0.978  -0.100
H: -3.016 3.320 1.827  0.102
C: -1.797 1.744 1.002  -0.147
H: -1.914 1.097 1.872  0.086
C: 1.463 -0.251 -1.143  -0.342
C: 2.502 0.718 -1.161  -0.133
H: 2.566 1.452 -0.357  0.057
C: 3.428 0.778 -2.198  -0.085
H: 4.208 1.542 -2.183  0.105
C: 3.330 -0.121 -3.269  -0.073
H: 4.022 -0.052 -4.106  0.105
C: 2.334 -1.102 -3.253  -0.083
H: 2.214 -1.764 -4.112  0.096
C: 1.478 -1.230 -2.156  -0.104
H: 0.772 -2.059 -2.119  0.097
H: -2.132 -2.017 -0.957  -0.053
Cl: -0.369 -1.720 1.206  0.224
N: 4.450 -1.621 5.366  0.126
C: 5.382 -1.554 4.334  -0.025
C: 4.707 -1.064 3.253  -0.070
N: 3.378 -0.828 3.601  0.001
C: 3.249 -1.205 4.904  -0.249
C: 2.074 -0.942 5.713  -0.246
N: 0.963 -0.290 5.270  -0.016
C: 0.160 -0.071 6.388  -0.074
C: 0.788 -0.560 7.498  -0.028
N: 1.997 -1.090 7.057  0.127
H: 4.649 -1.942 6.312  0.172
H: 6.410 -1.809 4.467  0.123
H: 5.089 -0.849 2.258  0.128
H: -0.795 0.433 6.292  0.125
H: 0.495 -0.542 8.525  0.123
H: 2.693 -1.538 7.648  0.171

Values from the calculation:
Relative energy (zero: lowest compared OMol25 entry of this formula, charge and spin) in kJ/mol: 0.0
Gap between HOMO and LUMO in hartree: 0.1811
Electronic energy in hartree: -2649.9224
Total charge: +1
LUMO in eV: -3.6

Record 2
Entry from the Open Molecules 2025 dataset: C35H33F12N3NiO6S as an isolated structure at a distorted geometry (the ωB97M-V functional and the def2-TZVPD basis).

Last column: Löwdin charge in e.
Cartesian coordinates (Å):
Ni: 1.041 0.297 0.828  0.620
C: -4.604 1.752 4.919  -0.083
C: -3.252 1.647 4.272  -0.303
C: -2.268 2.608 4.468  -0.072
C: -1.073 2.542 3.797  -0.034
C: -0.775 1.516 2.863  -0.199
N: 0.390 1.547 2.190  0.013
C: 1.067 2.710 1.939  -0.239
C: 0.369 3.878 1.577  -0.016
C: 1.027 5.043 1.266  -0.051
C: 2.416 5.109 1.305  -0.297
C: 3.137 6.366 0.900  -0.073
C: 3.118 3.972 1.690  -0.015
C: 2.481 2.781 2.000  -0.061
C: 3.224 1.517 2.464  -0.394
O: 2.760 0.346 2.039  -0.140
C: 3.196 1.596 4.041  -0.527
F: 3.711 2.759 4.530  0.105
F: 3.907 0.627 4.642  0.134
F: 1.968 1.529 4.555  0.162
C: 4.752 1.562 2.102  -0.540
F: 5.492 2.495 2.761  0.100
F: 4.987 1.782 0.801  0.137
F: 5.359 0.400 2.390  0.131
C: -1.726 0.467 2.784  -0.051
C: -2.932 0.566 3.464  -0.019
C: -1.444 -0.811 1.989  -0.366
O: -0.204 -1.031 1.547  -0.203
C: -2.417 -0.905 0.757  -0.522
F: -2.641 -2.194 0.400  0.105
F: -3.654 -0.383 0.922  0.126
F: -1.919 -0.329 -0.329  0.151
C: -1.779 -2.048 2.898  -0.540
F: -1.386 -1.884 4.168  0.154
F: -3.097 -2.369 2.976  0.107
F: -1.179 -3.161 2.462  0.132
H: -4.846 2.790 5.142  0.060
H: -4.646 1.185 5.852  0.065
H: -5.367 1.356 4.253  0.064
H: -2.441 3.429 5.153  0.097
H: -0.313 3.286 3.984  0.108
H: -0.708 3.816 1.524  0.122
H: 0.455 5.915 0.977  0.102
H: 2.552 7.247 1.160  0.063
H: 3.296 6.375 -0.180  0.068
H: 4.114 6.439 1.374  0.065
H: 4.194 4.049 1.734  0.109
H: -3.671 -0.215 3.367  0.111
C: 2.174 0.923 -3.054  -0.030
C: 2.168 1.752 -1.772  -0.492
C: 3.067 2.982 -1.880  -0.010
O: 2.593 0.974 -0.653  -0.090
C: 0.659 2.177 -1.523  -0.634
O: 0.217 3.083 -2.225  -0.001
O: 0.045 1.498 -0.671  -0.034
H: 3.187 0.629 -3.338  0.082
H: 1.734 1.499 -3.866  0.088
H: 1.572 0.028 -2.898  0.038
H: 4.078 2.695 -2.169  0.077
H: 3.107 3.470 -0.909  0.071
H: 2.656 3.668 -2.616  0.079
H: 3.043 0.173 -0.953  0.063
C: -1.436 -2.938 -5.472  -0.103
C: 0.042 -2.913 -5.111  -0.232
C: 0.310 -3.452 -3.710  -0.211
N: -0.219 -2.554 -2.690  -0.020
C: 0.209 -2.799 -1.388  -0.737
S: 1.429 -1.893 -0.708  0.881
N: -0.251 -3.907 -0.737  0.131
C: -1.018 -5.000 -1.097  -0.386
O: -0.824 -6.062 -0.507  0.080
C: -2.062 -4.898 -2.136  -0.153
C: -2.398 -6.069 -2.826  -0.030
C: -3.426 -6.082 -3.744  -0.094
C: -4.167 -4.930 -3.971  -0.096
C: -3.862 -3.772 -3.271  -0.083
C: -2.815 -3.745 -2.369  -0.023
H: -1.596 -2.499 -6.456  0.068
H: -2.006 -2.376 -4.739  0.063
H: -1.811 -3.960 -5.479  0.066
H: 0.414 -1.888 -5.174  0.107
H: 0.606 -3.518 -5.826  0.105
H: 1.397 -3.577 -3.581  0.121
H: -0.163 -4.430 -3.590  0.105
H: -0.003 -1.589 -2.923  0.108
H: 0.212 -4.041 0.159  0.143
H: -1.837 -6.968 -2.620  0.114
H: -3.665 -6.993 -4.279  0.096
H: -4.982 -4.942 -4.684  0.098
H: -4.457 -2.883 -3.428  0.111
H: -2.596 -2.842 -1.831  0.100

Values from the calculation:
Gap between HOMO and LUMO (alpha / beta) in hartree: 0.1669 / 0.1643
Electronic energy in hartree: -5074.3323
Multiplicity: 3
⟨S²⟩: 2.0076
Total charge: -2
LUMO (alpha / beta) in eV: 3.5 / 3.5

Record 3
Entry from the Open Molecules 2025 dataset: C35H33F5N8STi as an isolated structure at a distorted geometry (the ωB97M-V functional and the def2-TZVPD basis).

Last column: Löwdin charge in e.
Cartesian coordinates (Å):
Ti: 0.855 -0.145 0.015  0.976
C: -2.356 1.877 3.829  -0.137
C: -2.083 3.241 3.636  -0.135
C: -1.638 3.667 2.421  -0.050
C: -1.442 2.744 1.337  -0.390
N: -1.732 1.430 1.541  0.075
C: -2.149 1.050 2.747  -0.217
N: -1.071 3.255 0.176  0.104
C: -0.352 2.710 -0.842  -0.337
N: 0.573 1.680 -0.865  0.023
C: 1.270 1.737 -2.102  -0.325
N: 2.442 1.100 -2.435  0.132
C: 3.199 0.459 -1.603  -0.388
C: 4.522 0.055 -2.037  -0.047
C: 5.411 -0.480 -1.177  -0.121
C: 5.034 -0.671 0.196  -0.115
C: 3.766 -0.364 0.564  -0.165
N: 2.821 0.140 -0.289  -0.044
C: 0.703 2.734 -2.884  -0.179
C: 0.986 3.233 -4.181  -0.068
C: 0.227 4.256 -4.677  -0.145
C: -0.820 4.849 -3.903  -0.148
C: -1.078 4.408 -2.631  -0.061
C: -0.322 3.345 -2.103  -0.161
H: -2.682 1.481 4.781  0.070
H: -2.196 3.945 4.454  0.083
H: -1.392 4.704 2.234  0.087
H: -2.324 -0.017 2.873  0.089
H: 4.762 0.242 -3.075  0.097
H: 6.404 -0.758 -1.515  0.083
H: 5.728 -1.064 0.926  0.077
H: 3.425 -0.531 1.579  0.102
H: 1.787 2.794 -4.764  0.094
H: 0.423 4.636 -5.675  0.072
H: -1.398 5.664 -4.326  0.067
H: -1.850 4.868 -2.024  0.093
N: -2.761 0.843 -1.358  0.021
C: -4.025 0.188 -1.088  -0.303
C: -3.906 -0.858 0.008  -0.208
C: -2.914 -1.997 -0.210  -0.276
N: -1.503 -1.703 0.062  -0.003
H: -2.263 0.995 -0.480  0.020
H: -2.904 1.763 -1.759  0.070
H: -4.388 -0.298 -2.005  0.097
H: -4.811 0.890 -0.768  0.099
H: -4.893 -1.323 0.107  0.099
H: -3.691 -0.359 0.951  0.082
H: -2.978 -2.323 -1.253  0.084
H: -3.254 -2.838 0.417  0.100
H: -0.950 -2.526 -0.145  0.040
H: -1.357 -1.487 1.045  0.048
N: 0.841 0.017 1.726  -0.077
C: 1.355 0.525 2.883  -0.378
C: 2.074 1.734 2.880  -0.037
C: 2.624 2.235 4.046  -0.112
C: 2.473 1.562 5.255  -0.139
C: 1.754 0.371 5.273  -0.125
C: 1.199 -0.138 4.113  -0.050
H: 2.175 2.260 1.936  0.112
H: 3.172 3.171 4.014  0.091
H: 2.908 1.959 6.165  0.078
H: 1.619 -0.165 6.206  0.085
H: 0.635 -1.062 4.125  0.096
C: -1.049 0.241 -4.387  -0.407
S: -1.031 -1.174 -3.273  0.757
C: -0.105 -2.263 -4.381  -0.437
H: -1.565 -0.017 -5.314  0.029
H: -0.030 0.561 -4.594  0.029
H: -1.565 1.050 -3.885  0.018
H: 0.873 -1.839 -4.603  0.029
H: -0.658 -2.427 -5.308  0.021
H: 0.038 -3.217 -3.877  0.021
F: 2.173 -2.024 -2.387  0.052
C: 2.085 -2.766 -1.254  -0.234
C: 1.374 -2.279 -0.166  -0.086
C: 1.386 -3.150 0.915  -0.239
F: 0.692 -2.873 2.056  0.041
C: 2.057 -4.366 0.946  -0.148
F: 2.026 -5.160 2.044  0.075
C: 2.760 -4.782 -0.169  -0.139
F: 3.418 -5.969 -0.168  0.076
C: 2.770 -3.970 -1.292  -0.142
F: 3.448 -4.366 -2.395  0.080

Values from the calculation:
Relative energy (zero: lowest compared OMol25 entry of this formula, charge and spin) in kJ/mol: 67.6
Gap between HOMO and LUMO in hartree: 0.1408
Electronic energy in hartree: -3538.6190
Total charge: -2
LUMO in eV: 4.3

Q: Among the records above, which one has the highest total charge?
A: C35H33ClN4Si2Y

Q: total charge of number 3 (C35H33F5N8STi)?
A: -2